The following is a quantum chemistry calculation of C6H14AlN2O10P2 as an isolated structure in a non-equilibrium geometry, from OMol25.

```
35
Properties=species:S:1:pos:R:3:mulliken_charge:R:1
Al -1.149 0.784 -1.773 0.23
P -2.171 4.106 -1.929 0.75
O -2.178 3.154 -0.703 -0.56
O -1.473 3.268 -3.070 -0.53
O -1.086 5.191 -1.683 -0.51
O -3.604 4.604 -2.286 -0.89
P 1.665 2.747 -0.837 0.60
O 1.422 4.289 -0.913 -0.49
O 0.525 2.214 0.044 -0.46
O 3.067 2.396 -0.349 -0.81
O 1.077 2.515 -2.275 -0.50
C 1.395 -2.167 -1.924 0.10
O 0.546 -1.573 -1.316 -0.34
N 2.711 -2.182 -1.633 0.22
C 3.703 -3.089 -2.175 -0.99
C 3.270 -1.064 -0.849 -0.78
H 1.300 -2.710 -2.889 0.27
H 3.225 -3.887 -2.757 0.35
H 4.237 -3.700 -1.446 0.30
H 4.362 -2.596 -2.891 0.33
H 3.737 -1.172 0.132 0.26
H 3.923 -0.436 -1.459 0.31
H 2.478 -0.347 -0.608 0.10
C -1.900 0.112 1.988 0.12
O -1.351 -0.140 0.956 -0.48
N -2.565 -0.775 2.814 0.18
C -2.881 -0.314 4.145 -0.94
C -2.785 -2.179 2.531 -0.99
H -2.000 1.137 2.372 0.33
H -2.692 0.729 4.385 0.33
H -2.321 -0.909 4.877 0.28
H -3.959 -0.462 4.289 0.30
H -2.355 -2.407 1.555 0.29
H -2.308 -2.828 3.266 0.29
H -3.864 -2.306 2.412 0.32
```

Values from the calculation:
Orbital gap = 2.5 eV
Charge = -3
Multiplicity = 1

The following is a quantum chemistry calculation of an isolated ion of composition C6H14BO2 and charge -1 in a non-equilibrium geometry, from OMol25.

```
23
Properties=species:S:1:pos:R:3:mulliken_charge:R:1
C 3.418 0.496 -0.225 -0.83
C 2.577 -0.563 0.740 -0.35
C 1.249 -1.033 -0.160 -0.50
C 0.300 0.300 -0.279 -0.25
B -1.274 0.000 -0.665 0.86
O -1.925 1.283 -0.221 -0.62
C -3.069 0.962 0.689 -0.29
C -3.409 -0.532 0.027 -0.35
O -2.008 -1.068 0.096 -0.76
H 2.906 0.660 -1.283 0.22
H 3.419 1.550 0.328 0.19
H 4.532 0.138 -0.410 0.27
H 2.230 -0.041 1.745 0.27
H 3.207 -1.524 0.960 0.28
H 0.726 -1.962 0.344 0.21
H 1.629 -1.398 -1.226 0.22
H 0.750 0.997 -1.110 0.04
H 0.280 0.823 0.793 0.03
H -1.391 -0.271 -1.814 -0.36
H -3.845 1.828 0.525 0.20
H -2.523 0.852 1.719 0.16
H -4.239 -1.178 0.555 0.23
H -3.537 -0.321 -1.130 0.14
```

Values from the calculation:
Orbital gap = 7.4 eV
Charge = -1
Multiplicity = 1

The following is a quantum chemistry calculation of C6H14BrF3LiO5S as an isolated structure, from OMol25.

```
31
Properties=species:S:1:pos:R:3:mulliken_charge:R:1
Li -0.521 1.585 -0.138 0.59
Br -0.965 3.986 -0.661 -0.87
C -1.353 -1.201 3.129 0.60
F -0.010 -1.274 3.211 -0.25
F -1.721 -2.075 2.165 -0.26
F -1.847 -1.666 4.292 -0.25
S -1.943 0.489 2.764 1.01
O -1.309 0.684 1.468 -0.34
O -3.370 0.305 2.726 -0.65
O -1.398 1.266 3.847 -0.65
C -1.664 -2.232 -2.046 -1.57
C -1.115 -1.323 -0.950 0.95
C 0.346 -1.559 -0.708 -1.29
O -1.277 0.058 -1.335 -0.48
H -1.167 -2.028 -2.997 0.35
H -2.741 -2.087 -2.178 0.40
H -1.523 -3.289 -1.808 0.39
H -1.665 -1.492 -0.021 0.00
H 0.920 -1.268 -1.590 0.34
H 0.503 -2.628 -0.546 0.45
H 0.698 -1.029 0.177 0.21
H -2.225 0.189 -1.458 0.30
C 3.491 2.310 -1.189 -1.27
C 2.394 1.292 -0.916 0.05
O 1.536 1.702 0.154 -0.38
H 4.223 1.885 -1.878 0.36
H 4.003 2.555 -0.254 0.36
H 3.070 3.226 -1.597 0.31
H 2.813 0.302 -0.702 0.24
H 1.736 1.187 -1.782 0.19
H 2.080 2.131 0.820 0.18
```

Values from the calculation:
Orbital gap = 7.4 eV
Charge = -1
Multiplicity = 1

The following is a quantum chemistry calculation of a 2-piece molecular cluster, C6H14BrNO3S2 overall, from OMol25.

```
27
Properties=species:S:1:pos:R:3:mulliken_charge:R:1
C -3.680 0.334 0.959 -1.05
C -2.689 1.077 1.865 -0.36
S -2.048 0.067 3.225 -0.03
C -0.623 -0.865 2.547 -0.64
S -0.189 -0.684 0.810 0.30
C 0.767 0.856 0.679 -0.97
C 1.644 0.778 -0.561 -0.16
C 0.859 0.652 -1.875 -0.95
Br 2.797 -0.778 -0.378 -0.03
H -4.677 0.337 1.374 0.34
H -3.350 -0.693 0.833 0.37
H -3.658 0.785 -0.031 0.35
H -1.876 1.524 1.306 0.12
H -3.203 1.903 2.342 0.37
H 0.275 -0.616 3.099 0.46
H -0.813 -1.921 2.681 0.48
H -1.329 -0.337 0.191 0.08
H 0.096 1.709 0.645 0.44
H 1.394 0.927 1.560 0.48
H 2.256 1.668 -0.606 0.53
H 0.795 1.616 -2.365 0.33
H -0.166 0.320 -1.716 0.22
H 1.338 -0.071 -2.529 0.31
N 4.026 -2.149 -3.518 0.89
O 4.198 -3.057 -2.676 -0.62
O 4.996 -1.622 -4.080 -0.62
O 2.859 -1.759 -3.780 -0.63
```

Values from the calculation:
Orbital gap = 5.5 eV
Multiplicity = 1

The following is a quantum chemistry calculation of C6H14CdO3 as an isolated structure in a non-equilibrium geometry, from OMol25.

```
24
Properties=species:S:1:pos:R:3:lowdin_spin:R:1
C 1.799 0.739 2.627 0.00
O 1.167 1.869 2.113 0.00
C 1.728 -0.431 1.647 0.00
O 0.358 -0.506 1.223 0.01
C 0.053 -1.270 0.078 0.07
C -1.387 -0.965 -0.259 0.00
O -1.495 0.467 -0.302 0.00
C -2.561 0.949 -1.116 0.00
Cd -0.337 1.413 1.060 0.00
H 1.339 0.418 3.583 0.00
H 2.869 0.923 2.836 0.00
H 2.024 -1.386 2.105 0.00
H 2.350 -0.236 0.759 0.00
H 0.223 -2.342 0.239 0.00
H 0.699 -0.899 -0.917 0.03
H -2.108 -1.365 0.469 0.00
H -1.621 -1.391 -1.244 0.00
H -2.538 2.042 -1.076 0.00
H -2.416 0.610 -2.150 0.00
H -3.513 0.578 -0.711 0.00
C 0.847 0.139 -2.647 0.75
H 0.548 1.148 -2.362 0.04
H 1.905 -0.070 -2.806 0.04
H 0.066 -0.433 -3.149 0.04
```

Values from the calculation:
Orbital gap (spin up / spin down) = 8.2 / 9.0 eV
<S²> = 0.754
Charge = +1
Multiplicity = 2

The following is a quantum chemistry calculation of C6H14Cl2P2 as an isolated structure in a non-equilibrium geometry, from OMol25.

```
24
Properties=species:S:1:pos:R:3:mulliken_charge:R:1
C 2.314 1.588 -0.786 -1.16
C 1.092 1.785 1.788 -1.05
C -1.829 -2.199 -0.425 -1.37
C -1.912 0.344 -1.665 -1.18
C 0.893 -1.287 0.976 -0.38
C 0.297 -0.273 0.099 -0.14
P 0.627 1.474 -0.023 0.14
P -1.393 -0.430 -0.140 0.79
Cl 1.166 -2.775 -0.006 -0.23
Cl -2.846 0.024 1.232 -0.30
H 2.617 0.590 -0.997 0.38
H 3.138 2.180 -0.193 0.28
H 2.131 2.044 -1.684 0.36
H 1.203 2.952 1.854 0.36
H 2.051 1.206 2.034 0.28
H 0.172 1.514 2.386 0.27
H -2.941 -2.376 -0.707 0.34
H -1.592 -2.851 0.415 0.40
H -1.292 -2.495 -1.269 0.42
H -1.048 0.984 -2.177 0.29
H -2.504 1.106 -1.415 0.43
H -2.279 -0.276 -2.497 0.37
H 1.819 -1.182 1.483 0.39
H 0.114 -1.645 1.715 0.30
```

Values from the calculation:
Orbital gap = 8.6 eV
Multiplicity = 1

The following is a quantum chemistry calculation of C6H14ClLuMgO2 as an isolated structure in a non-equilibrium geometry, from OMol25.

```
25
Properties=species:S:1:pos:R:3:mulliken_charge:R:1
Lu -1.637 -0.371 -1.166 0.96
Cl -3.086 0.892 0.369 -0.70
C -2.134 -2.572 -0.651 -1.26
C -2.643 0.287 -3.147 -1.13
H -2.522 -3.284 -1.392 0.26
H -1.236 -3.042 -0.218 0.21
H -2.876 -2.550 0.165 0.26
H -3.039 -0.425 -3.882 0.24
H -1.971 0.957 -3.706 0.21
H -3.499 0.921 -2.848 0.24
Mg 1.621 0.754 0.231 0.43
C 1.644 2.780 -0.228 -1.19
C 0.723 -0.316 -1.512 -1.30
H 2.090 2.813 -1.231 0.23
H 0.748 3.405 -0.192 0.28
H 2.358 3.116 0.539 0.22
H 1.232 0.325 -2.269 0.23
H 1.402 -1.196 -1.573 0.24
C 2.025 -0.561 3.862 -1.05
C 1.560 -0.084 2.517 1.31
O 1.108 1.088 2.317 -0.76
O 1.698 -0.878 1.502 -0.71
H 1.187 -0.676 4.545 0.27
H 2.750 0.143 4.274 0.27
H 2.499 -1.528 3.695 0.27
```

Values from the calculation:
Orbital gap = 4.1 eV
Charge = -2
Multiplicity = 1

The following is a quantum chemistry calculation of an isolated ion of composition C6H14ClN4O and charge +1 in a non-equilibrium geometry, from OMol25.

```
26
Properties=species:S:1:pos:R:3:mulliken_charge:R:1
N -0.926 3.737 2.232 -0.53
C -0.385 2.633 1.951 -0.06
C -1.189 1.636 1.144 -0.58
N -0.763 1.671 -0.265 -0.15
C -0.396 0.653 -1.006 0.29
N -0.032 0.863 -2.324 -0.15
O -0.712 0.027 -3.238 -0.40
N -0.362 -0.615 -0.542 -0.18
C 0.573 -0.946 0.593 -0.52
C 1.521 -2.066 0.189 -1.04
C 0.790 -3.362 -0.200 -0.42
Cl 1.652 -4.233 -1.480 -0.17
H -0.301 4.344 2.761 0.28
H 0.640 2.363 2.226 0.38
H -1.110 0.622 1.525 0.32
H -2.236 1.945 1.174 0.31
H -0.751 2.596 -0.677 0.29
H -0.144 1.827 -2.627 0.30
H -1.659 0.052 -3.024 0.36
H -0.144 -1.212 -1.336 0.48
H 1.123 -0.046 0.880 0.34
H -0.018 -1.256 1.459 0.35
H 2.202 -1.747 -0.602 0.41
H 2.137 -2.276 1.069 0.40
H 0.722 -4.029 0.661 0.38
H -0.230 -3.181 -0.542 0.31
```

Values from the calculation:
Orbital gap = 9.8 eV
Charge = +1
Structure (SMILES) = [H]/N=C/CN/C(NO)=[NH+]\CCCCl
Multiplicity = 1

The following is a quantum chemistry calculation of C6H14ClO6RhS2 as an isolated structure in a non-equilibrium geometry, from OMol25.

```
30
Properties=species:S:1:pos:R:3:lowdin_spin:R:1
Rh 0.018 0.425 0.004 2.47
O 2.908 1.143 2.481 0.01
S 2.060 0.086 1.954 0.01
O 2.435 -1.250 2.454 0.01
O 2.111 0.057 0.431 0.08
O 0.606 0.343 2.222 0.11
O -1.852 0.539 0.052 1.05
Cl 0.328 2.996 -0.414 0.16
C 1.796 -4.199 1.877 0.00
C 0.446 -4.693 1.367 0.00
C 0.113 -4.181 -0.031 0.02
S -0.236 -2.394 -0.065 0.05
O -0.198 -2.027 -1.512 0.02
C -1.991 -2.477 0.453 0.00
C -2.951 -2.348 -0.720 0.00
C -2.994 -3.554 -1.650 0.00
H 2.019 -4.632 2.855 0.00
H 1.845 -3.110 1.977 0.00
H 2.590 -4.504 1.188 0.00
H -0.347 -4.398 2.063 0.00
H 0.430 -5.789 1.337 0.00
H -0.742 -4.696 -0.474 0.00
H 0.970 -4.290 -0.699 0.00
H -2.116 -1.625 1.120 0.00
H -2.129 -3.407 1.012 0.00
H -2.672 -1.447 -1.267 0.00
H -3.945 -2.159 -0.301 0.00
H -2.037 -3.677 -2.156 0.00
H -3.762 -3.422 -2.417 0.00
H -3.223 -4.477 -1.106 0.00
```

Values from the calculation:
Orbital gap (spin up / spin down) = 5.4 / 6.4 eV
<S²> = 6.024
Charge = -2
Multiplicity = 5

| no. | calculated total energy (a.u.) |
| --- | --- |
| 1 | -2023.880515 |
| 2 | -412.303448 |
| 3 | -3892.771580 |
| 4 | -3887.613351 |
| 5 | -630.041228 |
| 6 | -1840.044050 |
| 7 | -2283.318786 |
| 8 | -991.160229 |
| 9 | -2055.529372 |